C5H14BClNPdTi | ωB97M-V/def2-TZVPD

```
24
Properties=species:S:1:pos:R:3:forces:R:3:nbo_charge:R:1
Ti 0.052 1.197 -1.655 1.4 -1.3 0.5 1.1729
Cl -0.200 2.703 -3.142 -0.6 2.7 -2.3 -0.4987
C 0.219 -0.552 -2.645 0.3 -1.4 -0.3 -1.1274
C 1.968 1.146 -0.929 1.0 0.4 -0.1 -1.1197
H 1.297 -0.677 -2.869 -0.5 -0.1 -0.1 0.2124
H -0.066 -1.312 -1.883 0.2 0.0 -0.4 0.2300
H -0.367 -0.687 -3.554 -0.2 -0.1 -0.1 0.1947
H 2.564 0.566 -1.654 0.1 0.3 0.4 0.2096
H 2.275 0.947 0.106 0.0 0.0 -0.2 0.2337
H 2.101 2.224 -1.179 0.4 -0.1 0.3 0.1850
Pd 0.631 -0.820 0.483 0.8 -1.2 -0.4 0.3165
C 0.009 -0.503 2.390 0.0 -0.3 1.3 -1.0412
C 1.865 -2.585 0.795 -0.3 0.3 -1.4 -0.8676
H 0.495 -1.274 3.028 -0.4 0.5 -0.2 0.1736
H 0.312 0.507 2.714 -0.2 -0.1 0.1 0.1554
H -1.084 -0.619 2.407 0.3 0.1 0.3 0.1745
H 2.888 -2.347 0.380 -0.4 -0.7 0.4 0.0971
H 1.528 -3.638 0.526 0.6 0.8 0.4 0.0973
B -3.187 0.994 1.406 -1.3 -0.2 1.4 -0.5999
C -1.958 0.957 0.586 3.3 0.1 -2.7 0.4626
N -1.002 0.890 -0.119 -3.7 0.1 3.2 -0.6867
H -3.005 0.058 2.188 -0.4 0.4 -0.1 0.0380
H -4.099 0.744 0.634 -0.2 0.2 0.2 -0.0064
H -3.237 2.083 1.989 -0.2 -0.3 -0.2 -0.0056
```
Positions in Å, forces in eV/Å.

Properties
Orbital gap (spin up / spin down) in eV: 3.157 / 5.076
ΔE to the lowest compared entry with this formula, charge and spin in eV: 0.000
Total charge: -2
Spin multiplicity: 4

***

C5H14BFInO2 | ωB97M-V/def2-TZVPD

```
24
Properties=species:S:1:pos:R:3:forces:R:3:lowdin_charge:R:1
C 3.093 -1.699 1.078 -0.1 -0.3 0.1 -0.1063
B 1.918 -1.397 0.062 -0.1 0.1 -0.1 -0.5334
O 2.182 -1.815 -1.265 0.6 0.1 0.2 -0.0214
In -0.084 -0.334 0.539 0.1 0.0 -0.1 0.6561
C -0.292 1.427 -0.864 0.0 -0.1 0.1 -0.2943
C 0.379 2.652 -0.292 0.1 0.0 0.0 -0.3888
O -0.153 3.920 -0.778 0.1 0.0 -0.1 -0.1243
C -1.890 -1.620 0.175 0.1 0.1 -0.1 -0.4505
C -3.143 -0.837 -0.173 -0.1 -0.1 0.1 -0.1668
F -2.201 -2.408 1.340 0.0 0.0 0.0 -0.1873
H 2.793 -1.594 2.123 0.1 0.0 0.0 0.0341
H 3.516 -2.699 0.910 0.0 0.1 0.0 0.0484
H 3.903 -0.981 0.880 -0.1 0.0 0.0 0.0540
H 2.403 -1.083 -1.849 -0.5 -0.1 -0.1 0.0711
H -0.213 0.327 2.192 0.0 0.0 0.0 -0.0880
H -1.359 1.630 -1.013 0.1 0.0 0.0 0.0237
H 0.150 1.168 -1.833 -0.2 0.1 0.0 0.0196
H 0.335 2.668 0.804 -0.1 0.0 -0.1 0.0713
H 1.442 2.655 -0.561 0.0 0.0 0.1 0.0945
H -0.662 4.307 -0.063 0.0 -0.1 0.0 0.0543
H -1.704 -2.362 -0.610 -0.1 0.0 0.1 0.0584
H -4.040 -1.430 0.057 0.0 0.0 -0.1 0.0601
H -3.152 -0.599 -1.241 0.0 0.0 0.1 0.0635
H -3.220 0.104 0.379 0.0 -0.1 0.0 0.0521
```
Positions in Å, forces in eV/Å.

Properties
Orbital gap in eV: 6.962
Total charge: -1

***

C5H14Br3FNOZn | ωB97M-V/def2-TZVPD

```
26
Properties=species:S:1:pos:R:3:forces:R:3:nbo_charge:R:1
Zn -2.712 1.149 -3.061 -0.2 -0.2 -0.3 1.5215
F -2.212 -0.682 -2.584 0.1 0.2 0.5 -0.8902
C 0.050 0.837 1.780 0.4 -0.3 -0.9 -0.4127
N 1.008 -0.077 1.005 0.8 1.8 0.8 -0.1966
C 1.427 0.648 -0.262 -0.4 -0.8 0.4 -0.4171
C 2.268 -0.135 1.866 -2.1 -1.2 0.0 -0.3965
C 0.469 -1.452 0.769 2.0 -0.4 0.4 -0.2212
C -0.533 -1.595 -0.313 -1.2 0.3 -0.2 -0.0911
O -1.655 -0.809 -0.058 0.3 0.1 1.2 -0.7660
H 0.546 1.805 1.777 -0.3 0.1 0.0 0.2057
H -0.039 0.499 2.808 -0.2 -0.3 -0.1 0.1999
H -0.877 0.859 1.209 -0.1 0.1 0.2 0.3093
H 1.689 1.660 0.033 -0.2 0.1 -0.2 0.2219
H 0.590 0.629 -0.961 0.2 0.4 -0.1 0.2985
H 2.319 0.137 -0.615 -0.1 -0.1 -0.3 0.1958
H 2.486 0.878 2.177 0.4 -0.1 -0.1 0.2257
H 3.047 -0.703 1.367 0.2 0.4 -0.2 0.2195
H 1.895 -0.749 2.687 0.6 0.3 0.5 0.2078
H 0.206 -1.904 1.728 -0.5 0.5 0.1 0.2113
H 1.376 -2.008 0.502 -0.1 -0.2 -0.3 0.1986
H -0.826 -2.652 -0.280 0.3 -0.2 -0.5 0.1789
H -0.139 -1.283 -1.283 0.2 -0.6 -0.1 0.2145
H -2.006 -0.568 -0.933 -0.5 0.1 -1.0 0.5398
Br -2.073 1.319 -5.420 0.0 0.1 0.2 -0.8444
Br -1.306 2.501 -1.541 0.3 0.1 0.3 -0.8708
Br -4.996 1.698 -2.395 0.1 -0.1 -0.1 -0.8422
```
Positions in Å, forces in eV/Å.

Properties
Orbital gap in eV: 6.219
ΔE to the lowest compared entry with this formula, charge and spin in eV: 0.000
Total charge: -1